# 1
C18H24N4O2 in the gas phase. Source: the Open Molecules 2025 dataset; level of theory: wB97M-V/def2-TZVPD.

Properties
Structure (SMILES): CCCCC(=O)Nc1ccc(C(=O)NCCCn2ccnc2)cc1
Frontier orbital gap in eV: 9.10
F_max in eV/Å: 0.69
ΔE to the lowest compared entry with this formula, charge and spin in kcal/mol: 0.0
LUMO in eV: 0.72
E_tot in eV: -29112.4765

ORCA input file:
```
! RIJCOSX wB97M-V def2-TZVPD def2/J DEFGRID3
* xyz 0 1
C -5.4818 1.3489 -1.1206
C -6.5354 0.2697 -0.9035
C -6.3149 -0.5425 0.3723
C -5.0105 -1.3432 0.3555
C -3.8240 -0.4837 0.7656
O -3.8888 0.3364 1.6508
N -2.6873 -0.7633 0.0557
C -1.4153 -0.2024 0.1747
C -1.0929 0.7631 1.1253
C 0.1930 1.2585 1.1836
C 1.1788 0.8303 0.2975
C 2.5422 1.4001 0.4599
O 2.9273 1.8857 1.5086
N 3.3317 1.3681 -0.6444
C 4.6867 1.8586 -0.6288
C 5.7302 0.7466 -0.7738
C 5.7254 -0.2399 0.3995
N 4.5734 -1.1029 0.3988
C 3.6502 -1.2374 1.3956
C 2.7478 -2.1616 0.9553
N 3.0975 -2.5981 -0.2832
C 4.1903 -1.9515 -0.5847
C 0.8509 -0.1361 -0.6504
C -0.4280 -0.6475 -0.7053
H -4.5052 0.9140 -1.3209
H -5.3965 1.9776 -0.2379
H -5.7521 1.9755 -1.9679
H -6.5517 -0.4040 -1.7650
H -7.5178 0.7430 -0.8402
H -6.2894 0.1282 1.2331
H -7.1550 -1.2283 0.4995
H -4.8546 -1.7957 -0.6255
H -5.0752 -2.1464 1.0949
H -2.7566 -1.4789 -0.6554
H -1.8466 1.1087 1.8121
H 0.4599 1.9940 1.9271
H 2.9830 0.9661 -1.4983
H 4.8205 2.5852 -1.4379
H 4.8137 2.3689 0.3299
H 6.7163 1.2102 -0.8281
H 5.5609 0.2049 -1.7069
H 5.7298 0.3118 1.3424
H 6.6312 -0.8569 0.3511
H 3.7016 -0.6691 2.3006
H 1.8721 -2.5353 1.4461
H 4.7391 -2.0805 -1.4971
H 1.5908 -0.5373 -1.3268
H -0.6644 -1.4117 -1.4328
*
```

***

# 2
C18H24N4O2S in the gas phase at a distorted geometry. Source: the Open Molecules 2025 dataset; level of theory: wB97M-V/def2-TZVPD.

Properties
Structure (SMILES): CCCCCCCOC(=O)C1=C(C)Nc2ncnn2[C@@H]1c1cccs1
Frontier orbital gap in eV: 9.00
F_max in eV/Å: 1.24
ΔE to the lowest compared entry with this formula, charge and spin in kcal/mol: 19.9
LUMO in eV: 0.53
E_tot in eV: -39946.6651

ORCA input file:
```
! RIJCOSX wB97M-V def2-TZVPD def2/J DEFGRID3
* xyz 0 1
C 4.6688 1.7648 2.1390
C 4.9622 0.7761 1.0171
C 3.7545 0.5861 0.1026
C 4.0385 -0.3956 -1.0336
C 2.8127 -0.6635 -1.9184
C 2.0666 -1.9562 -1.5829
C 1.4455 -1.9790 -0.1876
O 0.5577 -0.8835 0.0305
C -0.6734 -1.0060 -0.4968
O -1.0280 -1.9891 -1.1116
C -1.5546 0.1411 -0.2725
C -1.2489 1.2695 0.4182
C 0.0468 1.5295 1.1112
N -2.1615 2.2897 0.5117
C -3.3090 2.2615 -0.2240
N -4.1896 3.2200 -0.4237
C -5.0723 2.6316 -1.2627
N -4.7826 1.3948 -1.5806
N -3.6417 1.1583 -0.9148
C -2.9438 -0.1005 -0.8447
C -3.7034 -1.0671 0.0164
C -4.4516 -2.1342 -0.3657
C -5.0479 -2.8068 0.7251
C -4.7464 -2.2370 1.9176
S -3.7237 -0.8667 1.7396
H 3.8371 1.4155 2.7475
H 5.5376 1.8848 2.7819
H 4.4080 2.7388 1.7305
H 5.8096 1.1350 0.4285
H 5.2448 -0.1873 1.4479
H 3.4783 1.5533 -0.3259
H 2.9100 0.2339 0.6956
H 4.8432 0.0166 -1.6464
H 4.4018 -1.3384 -0.6189
H 2.1204 0.1778 -1.8456
H 3.1283 -0.7339 -2.9612
H 1.2664 -2.1025 -2.3109
H 2.7482 -2.8056 -1.6567
H 0.8918 -2.9149 -0.0550
H 2.2063 -1.8894 0.5888
H 0.2666 0.7289 1.8126
H 0.8617 1.5624 0.3916
H 0.0105 2.4746 1.6485
H -1.9385 3.1434 0.9980
H -5.9357 3.1397 -1.6374
H -2.8745 -0.5299 -1.8525
H -4.5667 -2.4330 -1.3912
H -5.6724 -3.6757 0.6209
H -5.0577 -2.5319 2.9000
*
```

***

# 3
A molecular structure, C18H24N8O4RuS2 at a distorted geometry. Source: the Open Molecules 2025 dataset; level of theory: wB97M-V/def2-TZVPD.

Properties
Frontier orbital gap (spin up / spin down) in eV: 5.74 / 5.90
F_max in eV/Å: 2.52
ΔE to the lowest compared entry with this formula, charge and spin in kcal/mol: 47.0
LUMO (spin up / spin down) in eV: -4.68 / -4.54
E_tot in eV: -63409.5480

ORCA input file:
```
! RIJCOSX wB97M-V def2-TZVPD def2/J DEFGRID3
* xyz 1 2
Ru 1.3305 0.2735 0.0035
C 5.1882 2.2576 -0.4761
C 3.7638 1.8663 -0.2880
N 3.3912 0.6258 -0.0776
O 4.3821 -0.3123 -0.2902
C 2.6909 2.7879 -0.3390
C 2.7664 4.2683 -0.2109
N 1.4937 2.2206 -0.4848
O 0.4490 2.8606 -0.3888
H 5.7933 1.3897 -0.7171
H 5.5793 2.7022 0.4417
H 5.2771 2.9957 -1.2709
H 4.2238 -1.0063 0.3595
H 3.7955 4.6172 -0.1935
H 2.2682 4.5765 0.7126
H 2.2179 4.7422 -1.0257
N -6.2153 -2.8449 1.4416
C -5.2588 -1.9618 1.0435
C -4.9941 -0.8071 1.7994
C -3.9938 0.0607 1.4247
C -3.2315 -0.2088 0.2901
C -3.5135 -1.3170 -0.4948
C -4.5208 -2.1853 -0.1297
S -1.8664 0.8600 -0.0466
O -1.3765 0.6111 -1.3886
O -2.2356 2.1729 0.3602
N -0.5907 0.2420 0.8393
C -0.3098 0.5294 2.1329
N -1.2255 0.7911 3.0579
C -0.7960 0.9805 4.2964
C 0.5456 0.9145 4.6519
C 1.4380 0.6684 3.6270
N 1.0238 0.4755 2.3825
H -6.7888 -2.6408 2.2377
H -6.4723 -3.6206 0.8617
H -5.5921 -0.5994 2.6781
H -3.7873 0.9554 1.9881
H -2.9706 -1.4707 -1.4199
H -4.7594 -3.0376 -0.7538
H -1.5636 1.1928 5.0328
H 0.8767 1.0582 5.6684
H 2.5069 0.6277 3.7994
C 2.7286 -1.6907 -3.0182
N 1.3133 -1.7149 -2.7154
C 0.3237 -1.8807 -3.7852
C -1.0000 -1.9476 -3.0150
N -0.5334 -2.2457 -1.6563
C 0.7641 -1.9567 -1.5275
S 1.6127 -2.1320 -0.0430
H 2.8997 -1.0093 -3.8498
H 3.0790 -2.6862 -3.3014
H 3.2919 -1.3514 -2.1529
H 0.5359 -2.8051 -4.3291
H 0.3650 -1.0427 -4.4782
H -1.6599 -2.7345 -3.3715
H -1.5112 -0.9863 -3.0263
H -1.1489 -2.1279 -0.8646
*
```

***

# 4
A molecular structure, C18H25BBr2F4O6Ta at a distorted geometry. Source: the Open Molecules 2025 dataset; level of theory: wB97M-V/def2-TZVPD.

Properties
Frontier orbital gap in eV: 7.58
F_max in eV/Å: 1.40
ΔE to the lowest compared entry with this formula, charge and spin in kcal/mol: 0.0
LUMO in eV: -4.35
E_tot in eV: -184543.7798

ORCA input file:
```
! RIJCOSX wB97M-V def2-TZVPD def2/J DEFGRID3
* xyz 1 1
Ta 6.6785 13.7444 12.1013
O 7.1906 13.1405 16.3759
C 6.9920 13.7264 15.2414
O 6.9866 13.0873 14.1846
C 6.7745 15.2185 15.2494
O 6.0768 15.5700 14.0943
C 4.6398 15.6359 14.2675
C 4.0707 14.3429 13.7045
O 3.0152 13.9042 13.9964
O 4.8515 13.7106 12.7433
H 7.3054 12.2000 16.1842
H 6.2527 15.5272 16.1612
H 7.7848 15.6879 15.2293
H 4.3607 15.7246 15.3078
H 4.3217 16.5223 13.7247
C 7.4747 7.8227 6.8759
C 6.2344 7.8999 7.8039
C 6.1887 6.6645 8.7163
C 4.9491 7.8758 6.9260
C 6.2773 9.2467 8.5804
C 6.2556 9.3017 9.9841
C 6.2597 10.5515 10.5754
Br 6.1617 10.7865 12.4324
C 6.3172 11.7173 9.8291
O 6.3615 12.9074 10.5409
C 6.3477 11.6914 8.4265
C 6.3203 10.4320 7.8541
C 6.3844 12.9856 7.5663
C 6.3860 12.6205 6.0675
C 5.1579 13.8501 7.8396
C 7.6552 13.7784 7.8853
H 7.3750 6.9493 6.2347
H 8.4107 7.7212 7.4343
H 7.5546 8.6904 6.2357
H 6.1591 5.7766 8.0874
H 5.3126 6.6919 9.3698
H 7.0887 6.6116 9.3021
H 5.0084 6.9886 6.2922
H 4.8507 8.7676 6.2858
H 4.0703 7.8114 7.5710
H 6.2648 8.4286 10.6377
H 6.3103 10.3764 6.7698
H 5.4945 12.0620 5.7971
H 7.2790 12.0425 5.7924
H 6.3937 13.5305 5.4640
H 4.2469 13.2802 7.6765
H 5.1926 14.7131 7.1653
H 5.1532 14.2166 8.8598
H 8.5512 13.2155 7.5849
H 7.7443 13.9810 8.9463
H 7.6757 14.7212 7.3559
F 7.7972 15.5955 12.2321
B 6.8675 16.5094 11.3653
F 5.9398 15.3960 10.9320
F 6.1485 17.2853 12.1581
F 7.5994 16.9231 10.3577
Br 9.0345 12.9053 12.1076
*
```

***

# 5
2 unconnected molecules or ions with the total composition C18H25F9N5O2S. Source: the Open Molecules 2025 dataset; level of theory: wB97M-V/def2-TZVPD.

Properties
Frontier orbital gap in eV: 9.37
F_max in eV/Å: 0.56
LUMO in eV: -2.60
E_tot in eV: -65900.1728

ORCA input file:
```
! RIJCOSX wB97M-V def2-TZVPD def2/J DEFGRID3
* xyz 1 1
C 4.4856 2.0780 1.9950
C 3.0941 2.7086 1.8036
N 2.8610 3.1039 0.4028
C 2.5005 2.1015 -0.4707
N 2.6472 0.7667 -0.1935
C 2.2388 0.0499 -1.2473
N 1.8318 0.8802 -2.1874
C 1.2998 0.4659 -3.5053
C 0.1999 -0.5715 -3.3271
C -1.0503 0.0292 -2.6521
C -1.3802 -0.6313 -1.3005
C -1.3963 0.3046 -0.0957
F -0.8223 1.5119 -0.3533
F -0.6230 -0.2535 0.8928
C -2.7830 0.5092 0.5894
F -3.3735 -0.6730 0.7050
F -2.5754 0.9916 1.8149
S -3.9676 1.7197 -0.2741
F -4.8176 1.8401 1.0484
F -3.0381 2.9166 0.1794
F -3.1361 1.5958 -1.6331
F -4.8962 0.5401 -0.7765
F -4.9103 2.7502 -0.9810
C 1.9863 2.1880 -1.7481
C 1.6858 3.4040 -2.5510
N 0.2496 3.6758 -2.7015
H 5.0059 2.0577 1.0385
H 5.0852 2.6761 2.6712
H 4.4316 1.0553 2.3623
H 3.0219 3.6144 2.3949
H 2.3057 2.0359 2.1498
H 2.2085 3.8727 0.3435
H 3.0219 0.3589 0.6475
H 2.2504 -1.0218 -1.3248
H 2.1090 0.1123 -4.1368
H 0.8719 1.3659 -3.9410
H 0.5747 -1.4267 -2.7668
H -0.0455 -0.9516 -4.3175
H -0.9052 1.0973 -2.5549
H -1.8923 -0.0874 -3.3291
H -0.6282 -1.3866 -1.0857
H -2.3208 -1.1690 -1.3692
H 2.1871 4.2370 -2.0569
H 2.1703 3.3024 -3.5242
H 0.0420 4.6461 -2.5221
H -0.2894 3.1183 -2.0551
C -1.8332 -4.2023 4.5935
C -1.6157 -3.0778 3.8070
C -1.0819 -3.2147 2.5369
C -0.7783 -4.4818 2.0760
C -0.9827 -5.6139 2.8422
C -1.5147 -5.4658 4.1130
N -0.2282 -4.6287 0.7202
O -0.0496 -3.6131 0.0642
O 0.0121 -5.7437 0.3215
H -2.2532 -4.0936 5.5843
H -1.8634 -2.0946 4.1826
H -0.9078 -2.3489 1.9177
H -0.7352 -6.5915 2.4567
H -1.6835 -6.3387 4.7275
*
```

***

> What is the formula in the second record?

C18H24N4O2S

***

> The lowest E_tot belongs to which entry?

C18H25BBr2F4O6Ta